{
  "formula": "C36H32N2O3PPt",
  "method": "ωB97M-V with the def2-TZVPD basis set",
  "symbols": ["Pt", "P", "O", "O", "O", "N", "N", "C", "C", "C", "C", "C", "C", "C", "C", "C", "C", "C", "C", "C", "C", "C", "C", "C", "C", "C", "C", "C", "C", "C", "C", "C", "C", "C", "C", "C", "C", "C", "C", "C", "C", "C", "C", "H", "H", "H", "H", "H", "H", "H", "H", "H", "H", "H", "H", "H", "H", "H", "H", "H", "H", "H", "H", "H", "H", "H", "H", "H", "H", "H", "H", "H", "H", "H", "H"],
  "positions_angstrom": [[0.23290, -0.82051, 0.19036], [2.20800, -0.39102, 0.81067], [-1.59827, -1.30007, -0.82448], [-0.57075, 2.55795, 1.71900], [-3.03313, -2.99899, -2.46924], [-1.57210, 0.03769, 1.70039], [-1.06226, 0.57849, 2.87326], [0.17721, 2.25208, 3.99198], [-3.47174, -2.64108, -1.21958], [5.11413, -1.90664, -2.46580], [2.82227, -1.27820, 2.32720], [4.00485, 0.01698, -1.46608], [-4.70551, -3.11387, -0.84607], [4.13196, -1.58901, 2.73370], [0.63176, 1.38204, 4.98531], [1.78341, 2.47105, 1.07522], [3.47055, -0.81356, -0.47136], [3.68101, 1.48148, -1.59562], [-2.70833, -1.76388, -0.37726], [1.48091, 3.24301, 6.25003], [-4.53477, -2.01180, 1.25841], [4.82665, -0.55385, -2.44123], [-0.49562, 1.71421, 2.78526], [5.39552, -1.30028, 1.95602], [0.38103, 3.62001, 4.14541], [3.80947, 1.59803, 2.01573], [2.60127, 1.35710, 1.35614], [2.27355, 3.75201, 1.32802], [1.76273, -1.62084, 3.17495], [1.02479, 4.11216, 5.27122], [4.26437, 2.87404, 2.29796], [3.73024, -2.18707, -0.53695], [-1.66842, -3.37550, -2.61035], [-2.61783, -0.67900, 1.89780], [-3.27961, -1.48397, 0.89915], [4.31263, -2.22972, 3.96181], [1.96354, -2.24439, 4.39360], [3.25379, -2.55689, 4.78999], [4.54587, -2.73421, -1.50661], [3.50701, 3.96905, 1.91348], [1.28220, 1.87518, 6.10201], [-5.26181, -2.79782, 0.40063], [0.34943, 2.41287, 0.60535], [3.98220, 2.06049, -0.72419], [3.85718, 4.97764, 2.09540], [-3.04859, -0.70760, 2.90332], [0.75687, -1.39381, 2.83806], [-1.61525, -3.91797, -3.55482], [4.42287, 0.76017, 2.31742], [-4.92626, -1.76919, 2.24116], [0.03021, 4.29336, 3.37633], [5.23788, 0.09294, -3.20871], [0.13070, 3.28653, -0.00945], [6.19944, -1.04677, 2.65006], [-1.00496, -2.51447, -2.61844], [5.32441, -2.46645, 4.27437], [4.18497, 1.89746, -2.46892], [2.60536, 1.62524, -1.72432], [-6.23125, -3.18728, 0.68278], [5.29475, -0.49415, 1.23560], [3.25827, -2.83963, 0.18973], [3.43814, -3.05118, 5.73641], [4.72806, -3.80195, -1.52112], [5.70664, -2.18263, 1.39293], [0.11889, 1.49777, 0.05476], [0.48317, 0.32023, 4.85189], [5.21145, 3.00797, 2.80642], [1.64631, 1.18848, 6.85632], [-5.22998, -3.75369, -1.54637], [1.17793, 5.17936, 5.37721], [-1.36128, -4.03698, -1.79447], [5.75341, -2.31510, -3.23883], [1.99562, 3.62678, 7.12250], [1.11537, -2.49279, 5.01995], [1.64590, 4.59964, 1.07429]],
  "lowdin_charge": [0.511, 0.789, -0.261, -0.039, -0.101, -0.033, 0.096, -0.135, -0.228, -0.101, -0.286, -0.258, -0.032, -0.268, -0.021, -0.210, -0.316, -0.042, -0.319, -0.104, -0.090, -0.066, -0.330, -0.068, -0.031, -0.080, -0.253, -0.056, -0.121, -0.091, -0.077, -0.135, -0.087, -0.103, -0.151, -0.067, -0.095, -0.096, -0.098, -0.084, -0.083, -0.128, -0.140, 0.066, 0.098, 0.115, 0.054, 0.080, 0.072, 0.096, 0.112, 0.100, 0.123, 0.081, 0.071, 0.104, 0.071, 0.086, 0.083, 0.057, 0.106, 0.095, 0.097, 0.085, 0.044, 0.093, 0.100, 0.098, 0.108, 0.096, 0.095, 0.092, 0.093, 0.101, 0.115],
  "lumo_ev": 2.616,
  "total_charge": -1,
  "total_energy_ev": -59510.035,
  "homo_ev": -3.33,
  "homo_lumo_gap_ev": 5.95
}

{
  "formula": "C36H32N3O5ReSSb",
  "method": "ωB97M-V with the def2-TZVPD basis set",
  "symbols": ["Re", "Sb", "S", "O", "O", "O", "O", "O", "N", "N", "N", "C", "C", "C", "C", "C", "C", "C", "C", "C", "C", "C", "C", "C", "C", "C", "C", "C", "C", "C", "C", "C", "C", "C", "C", "C", "C", "C", "C", "C", "C", "C", "C", "C", "C", "C", "C", "H", "H", "H", "H", "H", "H", "H", "H", "H", "H", "H", "H", "H", "H", "H", "H", "H", "H", "H", "H", "H", "H", "H", "H", "H", "H", "H", "H", "H", "H", "H", "H"],
  "positions_angstrom": [[0.05163, 0.20544, -0.24831], [-1.29391, 3.02495, -2.81978], [0.55544, 1.97102, -1.74329], [1.58402, 0.77318, 0.87166], [-0.47469, -1.44319, 0.92874], [1.47486, -1.14400, -1.39276], [2.27507, 1.82167, 2.71979], [-1.43531, -0.85950, -1.32571], [-1.22400, -2.30930, 0.39190], [-0.87834, 1.45535, 1.19635], [-1.68110, -2.04257, -0.75570], [-3.91868, 1.55200, -3.56111], [-1.69951, 4.68134, -0.24285], [-4.40644, 1.90238, 0.32916], [0.40771, 4.25101, -6.64955], [-2.83662, -2.78418, -2.75470], [-0.42796, 2.55843, 3.28804], [-2.40926, -3.02710, -1.45266], [-1.75416, 2.87296, 3.43908], [-3.68450, -5.03154, -2.85733], [-2.66500, 2.54990, 2.41324], [-2.62046, -4.26786, -0.84391], [-2.71129, -0.26103, -5.29803], [-0.04208, 1.84166, 2.15535], [-3.47388, -3.79547, -3.45099], [-3.96940, 6.04654, -1.10131], [-3.38109, 5.10283, -1.92858], [-4.08769, -0.26671, -5.12173], [0.88162, 4.84748, -3.97274], [-4.02504, 2.92903, 2.46477], [-2.26011, 4.41985, -1.48270], [-0.12747, 3.96913, -4.34181], [-3.43512, 6.29656, 0.15240], [3.69969, -2.14592, -1.48067], [-2.30030, 5.62332, 0.57761], [2.52817, -1.74874, -0.60688], [-4.68877, 0.62900, -4.25151], [1.40490, 5.14576, -6.29854], [-2.54737, 1.55402, -3.75155], [-2.19006, 1.82863, 1.27668], [-0.37274, 3.66050, -5.67026], [-3.09215, 1.52669, 0.23848], [1.64376, 5.44209, -4.96502], [-4.87779, 2.61681, 1.44196], [-1.93088, 0.65356, -4.60830], [-3.25298, -5.26525, -1.55715], [1.42583, 1.46188, 1.95355], [-2.24275, -0.95856, -5.97778], [-1.16469, 2.97387, -5.94124], [-4.17037, -5.81957, -3.41098], [-2.28261, -4.43394, 0.16562], [1.07583, 5.06364, -2.92825], [1.90682, -0.64002, -2.10264], [-4.37911, 3.47993, 3.32393], [-0.85370, 0.66411, -4.73483], [-3.90169, 7.02710, 0.79453], [-2.10223, 3.36924, 4.33286], [-4.38629, 2.26527, -2.89508], [-4.83802, 6.59073, -1.44081], [3.40480, -2.86535, -2.24278], [2.42815, 6.13338, -4.69645], [-2.73425, 0.97843, -0.62464], [2.07795, -2.61325, -0.11449], [0.32660, 2.82703, 4.01268], [-3.79110, 4.92430, -2.91270], [-0.79937, 4.16745, 0.07602], [-2.65402, -1.82284, -3.21178], [-1.87436, 5.83821, 1.54689], [2.85978, -1.03461, 0.15389], [-3.39556, -6.23484, -1.10720], [-4.69471, -0.97364, -5.66549], [4.46664, -2.59947, -0.85789], [-5.09300, 1.63922, -0.46055], [1.99702, 5.61508, -7.06812], [-5.75962, 0.61904, -4.11899], [0.23537, 4.00550, -7.68484], [-5.91719, 2.90597, 1.48495], [-3.79001, -3.63243, -4.46983], [4.13216, -1.27090, -1.96664]],
  "mulliken_spin": [0.976, 0.015, -0.049, -0.017, 0.031, 0.006, -0.003, 0.036, -0.012, 0.003, 0.019, 0.001, 0.001, -0.004, 0.000, 0.004, 0.000, -0.005, 0.003, 0.000, 0.003, 0.000, -0.001, 0.020, 0.001, 0.000, 0.000, 0.000, -0.001, 0.000, 0.002, 0.002, 0.000, 0.000, 0.000, 0.001, -0.001, 0.000, 0.000, -0.056, 0.001, 0.019, 0.000, -0.001, 0.001, 0.000, -0.009, 0.000, 0.000, 0.000, 0.000, 0.000, -0.002, 0.000, 0.000, 0.000, 0.000, 0.000, 0.000, 0.000, 0.000, 0.019, 0.001, 0.000, 0.000, -0.001, 0.000, 0.000, -0.002, 0.000, 0.000, 0.000, 0.000, 0.000, 0.000, 0.000, 0.000, 0.000, 0.000],
  "lumo_ev": [-7.973, -7.570],
  "total_charge": 2,
  "total_energy_ev": -72045.596,
  "homo_ev": [-13.90, -13.91],
  "multiplicity": 2,
  "homo_lumo_gap_ev": [5.93, 6.34]
}

{
  "formula": "C36H32N9O7SSe2Ta",
  "method": "ωB97M-V with the def2-TZVPD basis set",
  "symbols": ["Ta", "Se", "Se", "S", "O", "O", "O", "O", "O", "O", "O", "N", "N", "N", "N", "N", "N", "N", "N", "N", "C", "C", "C", "C", "C", "C", "C", "C", "C", "C", "C", "C", "C", "C", "C", "C", "C", "C", "C", "C", "C", "C", "C", "C", "C", "C", "C", "C", "C", "C", "C", "C", "C", "C", "C", "C", "H", "H", "H", "H", "H", "H", "H", "H", "H", "H", "H", "H", "H", "H", "H", "H", "H", "H", "H", "H", "H", "H", "H", "H", "H", "H", "H", "H", "H", "H", "H", "H"],
  "positions_angstrom": [[0.48387, 0.60136, 0.13940], [-1.27635, -1.17244, 1.45246], [-3.28988, -0.43889, 0.49304], [-1.39264, 2.21583, 7.67994], [1.95019, 0.79945, -1.61988], [0.17277, -0.95848, -1.13466], [1.08289, -4.19327, -5.02036], [4.05023, 1.21859, -1.21484], [1.88759, -1.15267, 0.16021], [2.53304, 1.37640, 0.34548], [3.12490, -5.18226, -4.60654], [-2.22757, 2.52860, 6.34371], [1.44477, -3.29733, 2.67606], [-0.17668, -3.39669, 0.15861], [0.47885, -2.43152, 3.28002], [-1.11899, 1.80599, 1.68223], [-1.58972, 0.70619, -1.43109], [-0.05854, 1.58854, 7.04158], [2.92633, 1.13974, -0.86884], [1.14192, 0.68671, 2.43831], [-2.18854, 2.44547, 1.23269], [0.73092, 1.12899, 4.74851], [-3.12217, 3.02920, 2.08356], [-2.47510, -3.70687, 0.73280], [1.59668, -3.72821, -3.85315], [1.06134, -2.82108, -2.99297], [0.22152, 2.58242, -0.47821], [0.07275, 3.67453, -0.99276], [-1.80388, 2.27115, 3.92175], [0.09646, 6.09783, -0.59355], [3.04683, -3.12726, -1.59841], [-0.12828, 4.98508, -1.62775], [2.84149, 0.25090, 4.05969], [-2.94414, 2.92095, 3.44230], [-2.44104, -4.98478, 0.19820], [-1.90656, 0.63647, -3.79674], [-1.25700, -5.46081, -0.34371], [-0.90454, 1.74560, 3.00176], [2.02193, -5.14904, -5.52793], [-1.20078, 1.02347, -2.67578], [2.01504, 0.68067, 5.07285], [0.34684, 1.15596, 3.41365], [0.88046, 5.11565, -2.78307], [3.58038, -4.04924, -2.49347], [-0.14550, -4.63636, -0.33760], [-1.56478, 5.04725, -2.17283], [-3.47239, -0.44705, -2.35552], [-2.70603, -0.02152, -1.28392], [2.83161, -4.33182, -3.61095], [-1.30357, -2.96967, 0.66934], [2.36115, 0.24614, 2.75596], [-3.05622, -0.11695, -3.63625], [-0.22676, 1.60117, 5.73327], [1.81611, -2.52864, -1.83467], [-1.47489, 2.14588, 5.33031], [1.29470, -1.57769, -0.89017], [3.85321, -0.07735, 4.25651], [-2.29485, 4.90708, -1.37095], [3.60613, -2.85810, -0.71167], [1.11604, 6.06960, -0.20580], [-1.74067, 6.02354, -2.62858], [1.56267, -6.13307, -5.58010], [1.90587, -2.80345, 1.92501], [0.79396, 4.27536, -3.47484], [-2.29213, 2.50386, 0.15795], [0.80601, -4.96346, -0.74357], [-0.06642, 7.06884, -1.06463], [-1.19282, -6.45543, -0.76405], [0.68896, 6.03730, -3.33619], [-4.36817, -1.02526, -2.17798], [0.11416, -2.33375, -3.18534], [-3.61805, -0.45758, -4.49649], [1.90257, 5.14718, -2.40382], [2.13286, -3.62724, 3.34286], [-1.73091, 4.27962, -2.93367], [-0.17839, -3.02529, 3.76895], [-0.59563, 5.99824, 0.24535], [-3.65133, 3.33476, 4.15097], [2.32293, 0.68965, 6.11164], [-3.33077, -5.60080, 0.21106], [2.97524, -0.11933, 1.94803], [0.91099, -1.82526, 3.97126], [-3.37183, -3.30127, 1.17777], [-0.28884, 1.60107, -2.75385], [-3.97393, 3.54991, 1.66724], [-1.54933, 0.91689, -4.77849], [2.37317, -4.84541, -6.51004], [4.53826, -4.52252, -2.32658]],
  "lowdin_charge": [1.861, 0.821, 0.838, 1.097, -0.068, -0.234, 0.056, 0.218, -0.104, -0.141, 0.077, -0.193, -0.038, 0.054, -0.106, -0.036, -0.054, -0.195, -0.462, 0.005, -0.175, -0.063, -0.002, -0.100, -0.194, 0.092, -0.158, -0.059, -0.057, -0.035, 0.012, -0.613, 0.005, 0.056, -0.029, -0.014, -0.019, -0.179, -0.077, -0.115, 0.052, -0.163, -0.033, 0.050, -0.086, -0.037, -0.070, -0.611, -0.195, -0.558, -0.103, -0.016, -0.300, -0.169, -0.298, -0.555, 0.130, 0.081, 0.129, 0.092, 0.097, 0.144, 0.037, 0.085, 0.094, 0.122, 0.097, 0.120, 0.097, 0.114, 0.139, 0.128, 0.093, 0.080, 0.082, 0.083, 0.086, 0.138, 0.138, 0.124, 0.109, 0.055, 0.086, 0.103, 0.129, 0.125, 0.146, 0.135],
  "lumo_ev": -6.186,
  "total_charge": 2,
  "total_energy_ev": -208659.210,
  "homo_ev": -12.87,
  "homo_lumo_gap_ev": 6.69
}